ORCA calculation (wB97M-V/def2-TZVPD) on a cluster of 3 separate species, C43H71Cl2F3IN5O9PS in total in a non-equilibrium geometry.

ORCA input file:
```
! wB97M-V def2-TZVPD RIJCOSX def2/J DEFGRID3
* xyz 1 3
C 4.817 -0.211 -2.175
C 3.709 0.754 -1.514
C 2.461 1.104 -2.454
F 2.299 0.185 -3.592
N 1.165 1.309 -1.718
C 0.532 0.186 -1.192
I 1.327 -1.876 -1.218
C -0.872 0.750 -0.640
C -1.791 0.113 0.480
C -1.316 -1.184 1.305
C -2.287 -2.494 1.102
C -1.410 -3.790 0.649
O -0.268 -3.993 1.531
C 0.694 -4.886 0.971
O 0.533 -6.136 0.962
C -1.678 0.373 -2.023
C -2.031 -1.170 -2.233
S -3.901 -1.455 -2.285
C -4.676 -0.307 -3.494
N -5.586 0.634 -2.859
N -6.043 1.425 -3.873
C -5.445 0.960 -5.113
O -4.545 -0.152 -4.898
C -0.520 2.353 -0.364
C -1.972 3.001 -0.316
C -2.225 4.458 -0.886
O -3.434 4.797 -1.035
F -1.276 5.465 -1.209
C 0.191 2.311 1.105
Cl 1.175 0.927 1.789
C 0.181 3.448 2.060
C -0.470 4.858 1.802
Cl 1.024 3.296 3.698
C 0.538 2.693 -1.582
C 0.156 3.367 -2.938
C -1.233 3.172 -3.683
C -1.014 2.299 -5.047
F -1.677 4.478 -4.207
C 1.741 3.571 -0.963
P 2.910 4.621 -1.927
O 2.735 6.133 -1.580
O 4.522 4.274 -1.382
O 2.982 4.546 -3.606
H 5.553 0.419 -2.783
H 4.323 -1.063 -2.753
H 5.440 -0.694 -1.324
H 3.374 0.236 -0.529
H 4.265 1.707 -1.172
H 2.774 2.068 -3.023
H -2.074 0.876 1.320
H -2.859 -0.157 0.096
H -1.460 -0.980 2.445
H -0.205 -1.442 1.239
H -3.097 -2.325 0.313
H -2.794 -2.803 2.086
H -2.083 -4.736 0.644
H -1.002 -3.691 -0.421
H 1.680 -4.434 0.559
H -2.638 0.957 -2.199
H -0.989 0.610 -2.929
H -1.642 -1.909 -1.465
H -1.662 -1.550 -3.266
H -5.701 1.509 -6.077
H -2.227 3.061 0.822
H -2.855 2.368 -0.687
H -1.630 4.867 1.727
H -0.278 5.525 2.734
H -0.063 5.479 0.934
H 0.300 4.521 -2.889
H 0.947 3.022 -3.720
H -2.120 2.816 -3.063
H -2.028 1.931 -5.460
H -0.519 2.973 -5.840
H -0.344 1.388 -4.835
H 1.223 4.348 -0.270
H 2.394 2.842 -0.334
H 4.823 5.031 -0.828
H 3.885 4.286 -3.916
C -3.374 5.051 7.461
C -3.632 3.527 7.291
C -3.998 2.855 8.639
C -2.817 2.537 9.545
C -1.747 1.773 8.775
C -1.296 2.524 7.506
N -2.448 2.906 6.620
O -2.876 1.767 5.998
C -0.488 3.771 7.944
C -0.245 1.664 6.757
C -4.932 3.490 6.433
H -2.324 5.333 7.468
H -3.793 5.622 6.626
H -3.822 5.437 8.380
H -4.519 1.909 8.441
H -4.712 3.476 9.189
H -2.412 3.457 9.977
H -3.159 1.930 10.388
H -0.890 1.595 9.434
H -2.136 0.781 8.512
H -0.201 4.382 7.085
H 0.434 3.476 8.456
H -1.017 4.404 8.659
H -0.622 0.674 6.488
H 0.639 1.496 7.380
H 0.088 2.165 5.843
H -4.760 3.883 5.426
H -5.712 4.103 6.898
H -5.344 2.481 6.339
C 4.446 -5.359 -5.868
C 4.350 -5.662 -4.347
C 4.627 -7.157 -4.042
C 3.454 -8.095 -4.286
C 2.203 -7.573 -3.592
C 1.863 -6.129 -4.013
N 3.024 -5.190 -3.841
O 3.155 -4.950 -2.504
C 1.377 -6.155 -5.483
C 0.609 -5.657 -3.231
C 5.563 -4.879 -3.761
H 3.487 -5.262 -6.371
H 4.937 -4.398 -6.053
H 5.016 -6.126 -6.398
H 4.913 -7.263 -2.988
H 5.489 -7.506 -4.620
H 3.287 -8.222 -5.361
H 3.696 -9.089 -3.898
H 1.363 -8.240 -3.819
H 2.347 -7.629 -2.506
H 1.188 -5.147 -5.858
H 0.440 -6.716 -5.572
H 2.070 -6.654 -6.163
H 0.742 -5.707 -2.147
H -0.255 -6.287 -3.463
H 0.346 -4.628 -3.499
H 5.429 -3.798 -3.863
H 6.482 -5.151 -4.290
H 5.735 -5.102 -2.704
*
```

Summary:
Max |F| ... 7.581 eV Å⁻¹
<S²> ... 2.01
E_tot ... -133021.8521 eV
Molecular weight ... 1119.91 g mol⁻¹
HOMO (alpha / beta) ... -0.38717 / -0.41088 Ha